A cluster of 2 separate species, C4H4O2S in total at a distorted geometry. Source: OMol25; level of theory: ωB97M-V/def2-TZVPD.

Properties
* energy above the lowest of the compared OMol25 structures with the same formula, charge and spin: 478.5 kJ/mol
* multiplicity: 1
* total energy: -19138.032 eV
* LUMO level: 0.26 eV
* HOMO level: -8.6 eV

Cartesian coordinates (Å):
C: 1.7921 -0.2603 0.2519
C: 0.6080 0.0718 -0.8402
C: -1.6208 -0.3722 0.2756
C: -1.3635 0.8605 0.0344
H: 1.0693 -0.8131 1.5906
H: 1.1013 0.1702 -1.7696
H: -2.3558 -0.9104 0.8840
H: -1.7813 1.7151 0.3408
O: 3.0601 -0.0873 0.0629
O: -0.1652 1.1476 -0.4438
S: -0.3442 -1.5219 -0.3865

These are the natural (NBO) partial charges, in e, on atoms 1 to 4:
1. C 0.42
2. C -0.08
3. C -0.40
4. C 0.11